Formula: C41H52N10O3SY
Source: the OMol25 dataset
Level of theory: the ωB97M-V functional and the def2-TZVPD basis

Atoms and positions in Å:
Y 0.158 0.544 0.047
C -1.644 3.191 1.752
O -0.385 2.545 1.621
C 0.354 2.412 2.784
C -0.029 2.921 4.017
C 0.804 2.796 5.118
C 2.035 2.176 5.000
C 2.419 1.655 3.784
C 1.587 1.737 2.666
N 1.931 1.140 1.437
N 3.184 0.798 1.418
C 3.807 0.176 0.426
C 3.195 -0.183 -0.826
O 2.002 0.168 -1.116
C 3.974 -0.961 -1.747
C 5.224 -1.388 -1.443
C 5.864 -1.023 -0.227
C 7.159 -1.472 0.072
C 7.798 -1.053 1.212
C 7.154 -0.169 2.080
C 5.867 0.248 1.829
C 5.184 -0.185 0.684
H -1.524 4.196 2.164
H -2.318 2.608 2.386
H -2.064 3.249 0.749
H -0.979 3.412 4.146
H 0.482 3.186 6.070
H 2.687 2.082 5.854
H 3.361 1.147 3.666
H 3.505 -1.220 -2.685
H 5.775 -2.008 -2.137
H 7.643 -2.157 -0.609
H 8.797 -1.395 1.435
H 7.672 0.183 2.960
H 5.368 0.925 2.504
C -1.174 -4.509 3.039
C -1.617 -3.290 3.843
N -2.572 -2.485 3.110
C -3.970 -2.882 3.168
C -4.458 -3.618 1.922
C -2.223 -1.411 2.387
S -0.576 -0.887 2.410
N -3.224 -0.787 1.775
C -3.100 0.185 0.891
O -2.023 0.629 0.392
C -4.389 0.733 0.385
C -4.377 1.806 -0.505
C -5.545 2.252 -1.093
C -6.753 1.647 -0.781
C -6.780 0.600 0.129
C -5.610 0.145 0.710
H -0.400 -5.056 3.568
H -0.779 -4.186 2.080
H -2.011 -5.179 2.865
H -0.752 -2.669 4.083
H -2.086 -3.604 4.780
H -4.565 -1.976 3.299
H -4.097 -3.519 4.046
H -4.272 -3.015 1.039
H -5.529 -3.791 1.999
H -3.966 -4.579 1.806
H -3.440 2.293 -0.733
H -5.517 3.069 -1.799
H -7.667 1.993 -1.242
H -7.721 0.132 0.380
H -5.628 -0.671 1.415
C -1.479 3.526 -4.387
N -0.190 3.512 -3.727
C 0.619 4.693 -4.001
C 1.777 4.548 -3.032
N 1.169 3.750 -1.987
C 2.013 3.387 -0.882
C 0.146 2.986 -2.492
N -0.326 1.971 -1.836
C -1.365 1.114 -2.400
C -0.876 -0.300 -2.751
N -0.361 -1.090 -1.631
C 0.080 -2.283 -1.900
N 0.731 -3.071 -0.982
C 1.358 -2.667 0.248
C 1.374 -4.189 -1.642
C 0.545 -4.330 -2.898
N 0.019 -2.986 -3.090
C -1.014 -2.930 -4.105
H -1.467 4.336 -5.115
H -2.303 3.710 -3.693
H -1.660 2.603 -4.938
H 0.049 5.609 -3.793
H 0.931 4.701 -5.047
H 2.123 5.502 -2.629
H 2.628 4.020 -3.489
H 2.629 4.256 -0.642
H 2.673 2.545 -1.125
H 1.395 3.144 -0.015
H -1.800 1.517 -3.313
H -2.173 1.016 -1.671
H -0.082 -0.216 -3.503
H -1.748 -0.789 -3.191
H 0.783 -1.869 0.728
H 2.393 -2.333 0.091
H 1.380 -3.524 0.925
H 1.353 -5.076 -1.009
H 2.421 -3.945 -1.862
H -0.276 -5.041 -2.748
H 1.123 -4.635 -3.770
H -0.839 -3.758 -4.790
H -0.964 -2.016 -4.691
H -2.014 -3.052 -3.681

Properties
Calculated total energy (eV): -76283.2261
Gap between HOMO and LUMO (eV): 6.65
Energy relative to the best compared isomer or geometry (same formula, charge and spin) (kJ/mol): 39.1
LUMO level (eV): -2.993
Molar mass (g mol⁻¹): 853.91
Net charge: +1

***

Formula: C41H52N5O3S3SeTi
Source: the OMol25 dataset
Level of theory: the ωB97M-V functional and the def2-TZVPD basis

Atoms and positions in Å:
Ti -0.450 -0.514 -2.237
C -4.004 0.941 4.221
C -3.673 -0.516 3.870
C -2.553 -1.093 4.773
C -4.949 -1.357 4.083
C -3.246 -0.696 2.387
C -2.858 0.332 1.586
C -2.433 0.072 0.257
Se -2.194 1.519 -0.958
C -0.378 1.973 -0.776
C 0.065 2.648 0.416
C 1.351 3.097 0.628
C 2.250 2.952 -0.478
C 1.865 2.395 -1.675
C 0.550 1.865 -1.820
O 0.237 1.124 -2.917
C 2.859 2.266 -2.885
C 3.244 0.828 -3.175
C 2.300 3.056 -4.124
C 4.166 2.967 -2.446
C 1.741 3.996 1.785
C 2.049 5.372 1.174
C 2.950 3.387 2.554
C 0.574 4.169 2.796
C -2.338 -1.260 -0.258
O -1.947 -1.474 -1.500
C -2.761 -2.304 0.559
C -3.225 -2.003 1.843
C -2.611 -3.816 0.179
C -3.019 -4.779 1.345
C -3.473 -4.209 -1.029
C -1.129 -4.107 -0.075
H -4.090 0.908 5.317
H -4.962 1.322 3.789
H -3.189 1.595 3.969
H -2.997 -1.192 5.756
H -1.671 -0.458 4.907
H -2.237 -2.008 4.314
H -5.460 -1.102 5.021
H -4.707 -2.437 4.171
H -5.682 -1.268 3.286
H -2.902 1.356 1.902
H -0.711 2.871 1.162
H 3.243 3.319 -0.257
H 2.334 0.290 -3.447
H 3.634 0.290 -2.274
H 3.966 0.713 -4.007
H 1.350 2.673 -4.437
H 3.063 2.864 -4.992
H 2.150 4.134 -3.941
H 4.570 2.517 -1.556
H 3.999 4.029 -2.318
H 4.881 2.938 -3.301
H 3.052 5.476 0.717
H 1.999 6.119 2.007
H 1.305 5.652 0.440
H 3.801 3.370 1.868
H 2.690 2.342 2.812
H 3.084 4.058 3.432
H -0.334 4.653 2.433
H 0.915 4.830 3.573
H 0.265 3.198 3.198
H -3.600 -2.780 2.563
H -4.017 -4.685 1.732
H -2.361 -4.525 2.194
H -2.839 -5.805 1.044
H -4.536 -4.183 -0.848
H -3.317 -5.236 -1.293
H -3.235 -3.597 -1.903
H -0.558 -4.144 0.874
H -0.776 -3.419 -0.796
H -1.065 -5.117 -0.388
S 1.884 -0.143 3.977
C 2.014 -0.523 2.378
S 0.658 -0.854 1.235
C 1.871 -1.284 0.055
N 3.087 -1.235 0.433
N 3.175 -0.670 1.710
C 4.482 -0.907 2.321
C 5.254 0.194 2.555
C 6.411 0.046 3.304
C 6.834 -1.250 3.686
C 6.015 -2.365 3.385
C 4.809 -2.184 2.754
S 1.431 -1.895 -1.506
H 4.933 1.169 2.174
H 7.039 0.916 3.521
H 7.786 -1.361 4.091
H 6.342 -3.425 3.703
H 4.220 -2.996 2.533
C -1.086 -2.838 -6.413
N -1.975 -1.898 -5.767
C -3.091 -1.456 -6.437
C -3.939 -0.541 -5.957
C -3.565 -0.010 -4.660
N -2.387 -0.289 -4.081
C -1.597 -1.248 -4.606
O -0.525 -1.522 -4.015
N -4.270 0.994 -4.098
H -0.436 -2.435 -7.147
H -1.726 -3.639 -6.812
H -0.447 -3.169 -5.616
H -3.178 -1.849 -7.401
H -4.897 -0.280 -6.470
H -5.209 1.233 -4.470
H -3.928 1.321 -3.184

Properties
Multiplicity: 2
Calculated total energy (eV): -177924.5971
Gap between HOMO and LUMO (spin up / spin down) (eV): 7.02 / 7.03
Energy relative to the best compared isomer or geometry (same formula, charge and spin) (kJ/mol): 104.5
LUMO level (spin up / spin down) (eV): -0.366 / -0.365
Molar mass (g mol⁻¹): 885.93
Net charge: 0

***

Formula: C41H53B2F4HfN4
Source: the OMol25 dataset
Level of theory: the ωB97M-V functional and the def2-TZVPD basis

Atoms and positions in Å:
Hf 0.241 1.480 -0.018
C 2.289 0.370 5.705
C 1.368 -0.281 4.664
C 0.073 0.476 4.443
C -0.911 0.395 5.435
C -2.131 1.034 5.314
C -2.403 1.765 4.165
C -1.459 1.853 3.160
C -1.769 2.623 1.909
C -0.855 3.840 1.646
C -0.230 1.223 3.308
N 0.688 1.362 2.195
C 1.939 1.679 2.427
C 2.822 1.991 1.388
C 4.177 2.251 1.429
C 4.564 2.545 0.108
C 3.426 2.453 -0.680
N 2.354 2.116 0.073
H 3.209 -0.208 5.826
H 1.795 0.421 6.678
H 2.569 1.397 5.445
H 1.103 -1.273 5.028
H 1.891 -0.445 3.725
H -0.701 -0.200 6.321
H -2.873 0.954 6.102
H -3.362 2.259 4.044
H -2.788 2.987 1.966
H -1.800 1.924 1.045
H -0.640 4.358 2.578
H -1.338 4.528 0.964
H 0.108 3.592 1.212
H 2.293 1.766 3.448
H 4.800 2.223 2.318
H 5.554 2.804 -0.247
H 3.337 2.615 -1.748
C -4.338 -1.592 -3.041
C -3.968 -0.180 -2.550
C -3.767 -0.183 -1.033
C -2.843 0.481 -3.354
C -3.227 1.376 -4.350
C -2.296 2.046 -5.133
C -0.946 1.831 -4.925
C -0.509 0.943 -3.949
C 0.985 0.668 -3.814
C 1.784 1.951 -3.543
C 1.528 -0.044 -5.061
C -1.467 0.277 -3.178
N -0.981 -0.684 -2.210
B -0.349 -0.508 -0.908
N -0.034 -1.875 -0.502
C -0.436 -2.731 -1.500
C -1.000 -2.022 -2.517
C 0.702 -2.412 0.629
C 2.073 -2.666 0.443
C 2.795 -3.217 1.500
C 2.172 -3.552 2.687
C 0.805 -3.360 2.823
C 0.030 -2.795 1.812
C -1.485 -2.748 2.067
C -2.053 -1.345 2.268
C -2.321 -3.540 1.051
C 2.805 -2.459 -0.876
C 3.931 -1.434 -0.743
C 3.363 -3.784 -1.407
H -5.394 -1.799 -2.839
H -3.751 -2.361 -2.530
H -4.182 -1.699 -4.118
H -4.832 0.452 -2.744
H -3.056 -0.954 -0.728
H -4.716 -0.399 -0.529
H -3.409 0.790 -0.673
H -4.288 1.553 -4.507
H -2.626 2.743 -5.895
H -0.219 2.358 -5.539
H 1.132 -0.008 -2.980
H 1.509 2.756 -4.228
H 2.857 1.766 -3.658
H 1.617 2.353 -2.541
H 1.458 0.604 -5.941
H 0.963 -0.956 -5.272
H 2.580 -0.318 -4.924
H -0.284 -3.800 -1.421
H -1.392 -2.379 -3.462
H 3.858 -3.410 1.375
H 2.744 -3.992 3.498
H 0.308 -3.679 3.737
H -1.609 -3.254 3.024
H -1.904 -0.722 1.385
H -1.588 -0.864 3.128
H -3.132 -1.393 2.457
H -2.441 -3.000 0.110
H -3.323 -3.715 1.457
H -1.875 -4.516 0.834
H 2.092 -2.092 -1.613
H 4.707 -1.778 -0.048
H 3.560 -0.488 -0.369
H 4.409 -1.253 -1.712
H 4.104 -4.213 -0.723
H 3.852 -3.629 -2.374
H 2.568 -4.524 -1.545
F -0.771 2.785 -1.042
B -1.938 4.401 -2.264
F -1.084 4.352 -3.290
F -1.761 5.328 -1.310
F -3.035 3.639 -2.249

Properties
Calculated total energy (eV): -62871.6453
Gap between HOMO and LUMO (eV): 6.91
LUMO level (eV): -3.645
Molar mass (g mol⁻¹): 878.01
Net charge: +1

***

Formula: C41H54BF5GaN2O
Source: the OMol25 dataset
Level of theory: the ωB97M-V functional and the def2-TZVPD basis

Atoms and positions in Å:
C 0.037 0.246 -1.871
C 1.090 0.195 -0.772
C 2.021 -1.026 -0.766
C 2.560 -1.288 0.651
C 4.046 -1.711 0.679
Ga 1.379 -2.589 1.736
C 1.226 -1.826 3.638
C 0.781 -0.354 3.759
C 1.485 0.485 4.849
C 2.367 1.618 4.321
N 3.370 1.205 3.336
B -0.525 -3.014 0.820
O -0.626 -3.858 -0.323
N -1.803 -2.570 1.397
C -3.053 -3.223 1.024
C -1.875 -1.115 1.447
H 0.524 0.287 -2.853
H -0.597 1.130 -1.792
H -0.591 -0.652 -1.872
H 0.602 0.273 0.206
H 1.718 1.090 -0.874
H 1.493 -1.896 -1.181
H 2.859 -0.817 -1.451
H 2.491 -0.317 1.162
H 4.203 -2.699 1.121
H 4.660 -1.007 1.255
H 4.476 -1.744 -0.331
H 2.169 -4.010 1.826
H 0.560 -2.453 4.244
H 2.220 -1.932 4.097
H -0.294 -0.336 3.973
H 0.900 0.163 2.794
H 0.733 0.944 5.507
H 2.084 -0.164 5.495
H 2.882 2.088 5.169
H 1.739 2.391 3.865
H 3.596 0.223 3.445
H 3.025 1.313 2.393
H -0.691 -3.351 -1.139
H -3.864 -2.498 0.901
H -3.362 -3.925 1.806
H -2.959 -3.787 0.092
H -1.978 -0.657 0.451
H -2.724 -0.772 2.052
H -0.960 -0.738 1.903
F 3.166 -1.008 7.407
C 3.595 -0.019 8.208
C 3.072 0.085 9.482
C 3.522 1.116 10.296
C 4.470 2.018 9.832
C 4.972 1.889 8.543
C 4.537 0.864 7.716
H 2.330 -0.627 9.815
H 3.126 1.213 11.298
H 4.813 2.821 10.471
H 5.704 2.595 8.173
H 4.905 0.745 6.706
F -5.881 0.159 -4.999
C -5.070 -0.461 -4.108
C -4.994 -1.839 -4.131
C -4.151 -2.463 -3.220
C -3.413 -1.718 -2.311
C -3.502 -0.335 -2.327
C -4.333 0.310 -3.233
H -5.570 -2.398 -4.855
H -4.057 -3.542 -3.231
H -2.756 -2.213 -1.609
H -2.906 0.256 -1.642
H -4.404 1.389 -3.273
F -1.289 2.499 -3.823
C -0.675 2.508 -5.022
C -1.416 2.202 -6.147
C -0.769 2.187 -7.375
C 0.587 2.471 -7.460
C 1.303 2.771 -6.309
C 0.675 2.791 -5.072
H -2.469 1.972 -6.050
H -1.330 1.945 -8.268
H 1.086 2.450 -8.419
H 2.363 2.982 -6.369
H 1.211 3.009 -4.158
F -1.628 1.808 0.783
C -1.772 3.009 1.367
C -1.715 3.080 2.745
C -1.858 4.324 3.343
C -2.053 5.461 2.569
C -2.103 5.355 1.186
C -1.960 4.120 0.568
H -1.555 2.177 3.319
H -1.810 4.403 4.421
H -2.162 6.427 3.043
H -2.253 6.239 0.578
H -1.985 4.009 -0.508
F 0.854 -1.257 -7.981
C -0.037 -2.148 -7.491
C -0.827 -1.779 -6.421
C -1.742 -2.702 -5.932
C -1.848 -3.961 -6.507
C -1.035 -4.303 -7.579
C -0.118 -3.392 -8.085
H -0.721 -0.794 -5.986
H -2.376 -2.431 -5.099
H -2.559 -4.676 -6.115
H -1.110 -5.286 -8.026
H 0.527 -3.631 -8.919

Properties
Calculated total energy (eV): -115061.4085
Gap between HOMO and LUMO (eV): 6.24
LUMO level (eV): 2.308
Molar mass (g mol⁻¹): 766.42
Net charge: -1

***

- What is the calculated total energy in the fourth record?
  -115061.4085 eV

***

- Among the records above, which one has the lowest calculated total energy?
  C41H52N5O3S3SeTi